1.
ORCA calculation (the ωB97M-V functional and the def2-TZVPD basis) on a 2-piece molecular cluster, C4H7NO overall.

Last column: natural (NBO) charge in e.
Atoms and positions in Å:
C  0.3527  -0.6345  -1.5111  -0.7269
C  0.0947  0.4067  -0.4477  0.6238
C  -1.2866  0.4274  0.1366  -0.7224
O  0.9410  1.2251  -0.1438  -0.5881
H  1.0453  -0.2294  -2.2497  0.2374
H  0.8188  -1.5010  -1.0301  0.2457
H  -0.5694  -0.9732  -1.9915  0.2211
H  -1.8178  1.0056  -0.6293  0.2366
H  -1.3409  0.9577  1.0872  0.2437
H  -1.7505  -0.5605  0.2189  0.2341
C  1.1965  -0.0256  2.1938  0.1011
N  0.2832  -0.7081  2.3699  -0.3555
H  2.0332  0.6098  1.9968  0.2495

The calculation puts the frontier orbital gap at 10.80 eV. As for the SMILES: CC(C)=O.C#N. As for the charge: 0. For the relative energy (zero: lowest compared OMol25 entry of this formula, charge and spin), the calculation gives 142.6 kJ/mol. The calculated total energy is -7798.1668 eV. As for the HOMO energy: -9.82 eV.

---

2.
ORCA calculation (the ωB97M-V functional and the def2-TZVPD basis) on C26H29As2O8S4SiZr as an isolated structure.

Last column: Löwdin charge in e.
Atoms and positions in Å:
Zr  0.3302  -1.5765  0.8854  1.3515
S  1.5939  -3.3837  -0.6849  0.1729
S  2.2111  -4.7994  0.6587  0.1189
S  1.3656  -3.9015  2.2944  0.1399
S  -0.6737  -4.0018  1.8131  0.2873
C  -1.6763  -6.9625  -3.7844  -0.0645
C  -2.6615  -6.6930  -2.8499  -0.0711
C  -2.4282  -5.7777  -1.8427  -0.1097
C  -1.2045  -5.1118  -1.7491  -0.2955
C  -0.2165  -5.4090  -2.6826  -0.1162
C  -0.4512  -6.3265  -3.6906  -0.0693
Si  -1.0936  -3.7286  -0.4574  0.3493
C  -1.1223  -1.8897  -1.1188  -0.4609
C  -0.1496  -1.3691  -1.9958  -0.1861
C  -0.3794  -0.2316  -2.7545  -0.0722
C  -1.6045  0.4142  -2.6780  -0.0622
C  -2.5887  -0.0811  -1.8326  -0.0859
C  -2.3477  -1.2052  -1.0575  -0.1253
H  -1.8612  -7.6662  -4.5800  0.1102
H  -3.6177  -7.1859  -2.9183  0.1089
H  -3.2029  -5.5727  -1.1223  0.0883
H  0.7409  -4.9163  -2.6196  0.0491
H  0.3215  -6.5337  -4.4136  0.1090
H  -2.5212  -3.7490  0.0464  -0.0001
H  0.7687  -1.9139  -2.1914  0.0365
H  0.3836  0.1352  -3.4231  0.1213
H  -1.7999  1.2650  -3.3121  0.1265
H  -3.5665  0.3778  -1.8181  0.1202
H  -3.1544  -1.6121  -0.4590  0.1017
C  -2.7277  -1.3688  2.7358  -0.0398
O  -1.7906  -0.7416  1.8431  -0.2475
C  -0.5538  -0.3743  2.5115  -0.6029
O  0.0952  -1.4288  2.9118  -0.2550
C  -0.0129  0.8178  2.1444  -0.3240
C  1.4233  1.0212  2.3523  -0.3850
As  2.0780  2.8054  2.7413  1.3492
C  0.4790  3.4824  3.7036  -0.2831
C  1.5128  3.4416  0.9410  -0.2490
C  0.5897  2.9137  0.1272  -0.2301
As  -0.4468  1.2275  0.3051  1.3980
C  -2.2052  2.1969  0.4299  -0.2063
C  0.5070  3.1927  -1.3441  -0.5590
O  0.8532  2.2584  -2.0423  0.0749
O  -0.0235  4.2606  -1.8894  0.0120
C  -0.5576  5.3156  -1.1062  -0.0226
C  2.3088  4.6176  0.5066  -0.5383
O  2.4116  5.0224  -0.6232  0.1373
O  2.8587  5.1980  1.5759  -0.1135
C  3.5808  6.4005  1.3411  -0.0222
C  2.3223  0.2382  1.7114  -0.4898
O  2.0330  -0.8134  0.9590  -0.2740
O  3.6132  0.6383  1.7610  -0.1021
C  4.5588  -0.1508  1.0660  -0.0355
H  -3.4660  -1.8907  2.1290  0.0963
H  -3.2193  -0.6155  3.3565  0.1089
H  -2.2098  -2.0838  3.3806  0.0790
H  0.4076  2.9817  4.6696  0.0282
H  -0.4311  3.3069  3.1291  0.0071
H  0.5960  4.5499  3.8850  0.0237
H  -2.1304  2.9929  1.1724  0.0344
H  -2.9898  1.4957  0.7165  0.0281
H  -2.4528  2.6284  -0.5434  0.0307
H  -0.7163  6.1379  -1.8003  0.1093
H  0.1314  5.6296  -0.3249  0.0853
H  -1.5097  5.0167  -0.6604  0.0910
H  3.8567  6.7798  2.3191  0.0993
H  2.9434  7.1199  0.8255  0.1009
H  4.4626  6.2035  0.7301  0.1055
H  5.5233  0.3046  1.2752  0.1031
H  4.3594  -0.1358  -0.0113  0.1038
H  4.5430  -1.1843  1.4290  0.1014

The calculation puts the frontier orbital gap at 7.26 eV. As for the charge: +1. For the relative energy (zero: lowest compared OMol25 entry of this formula, charge and spin), the calculation gives 160.8 kJ/mol. The calculated total energy is -217982.6068 eV. As for the HOMO energy: -10.80 eV.

---

3.
ORCA calculation (the ωB97M-V functional and the def2-TZVPD basis) on an isolated ion of composition C7H6NO4 and charge -1.

Last column: natural (NBO) charge in e.
Atoms and positions in Å:
C  -2.9315  -0.2092  1.4324  -0.2456
O  -1.9772  -0.0353  0.3588  -0.4136
N  -1.1722  1.0962  0.5779  -0.1183
C  0.0675  1.1737  0.1695  0.0857
C  0.9847  2.2861  0.6294  0.6915
O  0.7709  2.8881  1.7017  -0.7198
O  1.9946  2.5706  -0.0942  -0.7633
C  0.6549  0.0125  -0.5769  0.2278
C  1.9963  -0.3027  -0.6678  -0.2721
C  2.1159  -1.4772  -1.4468  -0.3226
C  0.8197  -1.8135  -1.8016  0.0557
O  -0.0442  -0.8403  -1.3627  -0.3938
H  -2.4486  -0.2761  2.4326  0.1791
H  -3.5299  -1.1073  1.3113  0.1778
H  -3.6486  0.6298  1.4292  0.1731
H  2.7592  0.2043  -0.0875  0.2537
H  3.0148  -2.0953  -1.6395  0.2138
H  0.5735  -2.7046  -2.3657  0.1911

The calculation puts the frontier orbital gap at 7.56 eV. As for the SMILES: CO/N=C(/C(=O)[O-])c1ccco1. As for the charge: -1. For the relative energy (zero: lowest compared OMol25 entry of this formula, charge and spin), the calculation gives 323.1 kJ/mol. The calculated total energy is -17034.4503 eV. As for the HOMO energy: -4.11 eV.

---

4.
ORCA calculation (the ωB97M-V functional and the def2-TZVPD basis) on an isolated ion of composition C2H3IN4 and charge +2.

Last column: natural (NBO) charge in e.
Atoms and positions in Å:
N  1.8739  0.7678  0.2137  -0.4293
C  1.3156  -0.1026  0.6973  0.7352
N  0.4821  -0.9445  1.0811  -0.4197
I  0.6447  -2.0027  2.9265  0.6611
N  -0.7075  -0.6227  0.5328  -0.1230
C  -1.0578  -0.0243  -0.4305  0.7254
N  -1.6138  0.4573  -1.4316  -0.6346
H  2.7700  1.2991  0.0318  0.5402
H  -1.7500  -0.2012  -2.0832  0.4578
H  -1.9573  1.3739  -1.5380  0.4868

The calculation puts the frontier orbital gap at 8.26 eV. As for the SMILES: [NH+]#CN(I)N=C=[NH2+]. As for the charge: +2. For the relative energy (zero: lowest compared OMol25 entry of this formula, charge and spin), the calculation gives 164.1 kJ/mol. The calculated total energy is -16159.8898 eV. As for the HOMO energy: -18.54 eV.

---

5.
ORCA calculation (the ωB97M-V functional and the def2-TZVPD basis) on C39H33Cl2N3O5STeZr as an isolated structure.

Last column: Löwdin charge in e.
Atoms and positions in Å:
Zr  -1.0659  -1.9968  1.2219  1.6064
N  -3.2663  -1.2797  1.4871  -0.0938
C  -3.9470  -2.2555  2.3931  -0.1405
C  -3.0070  -2.6350  3.5537  -0.5502
O  -3.4792  -2.9241  4.6395  0.0558
N  -1.7121  -2.5220  3.2085  -0.1766
C  -0.7171  -2.3687  4.2588  -0.1124
C  0.3613  -1.4288  3.6959  -0.5816
O  1.4365  -1.2889  4.2194  0.0898
O  -0.0213  -0.8362  2.5690  -0.2259
H  -3.2868  -0.3611  1.9233  0.0986
H  -3.7809  -1.1766  0.6165  0.0873
H  -4.2053  -3.1403  1.8126  0.0981
H  -4.8539  -1.8347  2.8238  0.1237
H  -0.2427  -3.3050  4.5593  0.1264
H  -1.1576  -1.9243  5.1540  0.1330
Cl  -0.3035  -4.6742  1.4610  0.7707
C  -0.3711  -5.2067  -0.1972  -0.6240
C  0.5044  -6.2038  -0.5879  -0.1047
C  0.4487  -6.6742  -1.8865  -0.0786
C  -0.4784  -6.1391  -2.7679  -0.1098
C  -1.3393  -5.1381  -2.3527  -0.6827
Cl  -2.4704  -4.5094  -3.4995  0.6752
C  -1.3122  -4.6295  -1.0457  -0.6959
S  -2.4135  -3.3700  -0.5247  0.5660
H  1.2165  -6.6006  0.1224  0.1084
H  1.1235  -7.4532  -2.2116  0.1082
H  -0.5403  -6.4905  -3.7883  0.1049
C  3.4509  3.2874  -0.0148  -0.0411
C  2.4294  2.1852  -0.0514  -0.2373
C  2.7571  0.8655  0.1812  0.0359
C  1.7921  -0.1530  0.1191  -0.0568
C  2.0996  -1.5367  0.5230  -0.2214
O  1.2253  -2.3377  0.8985  -0.1089
C  3.5048  -2.0121  0.5469  -0.1499
C  3.9369  -2.7655  1.6339  0.0013
C  5.2373  -3.2409  1.6691  -0.0627
C  6.0992  -2.9895  0.6097  -0.0754
C  5.6649  -2.2517  -0.4836  -0.0708
C  4.3735  -1.7513  -0.5105  -0.0326
C  0.4667  0.1736  -0.1933  -0.2971
O  -0.4310  -0.7765  -0.2793  -0.2345
C  0.1110  1.5155  -0.3619  -0.1114
C  1.0800  2.4918  -0.3068  0.0430
C  -1.3483  1.8329  -0.5043  -0.2149
N  -2.0940  2.1429  0.4739  0.1022
C  -1.5537  2.1621  1.8274  -0.3125
C  -0.9811  3.5052  2.2723  -0.4838
Te  -2.1959  5.2260  1.8331  1.2472
C  -1.3020  5.5149  -0.0611  -0.5791
C  -1.9370  5.0867  -1.2206  -0.1522
C  -1.3015  5.2139  -2.4487  -0.0804
C  -0.0335  5.7719  -2.5220  -0.0862
C  0.5972  6.2144  -1.3670  -0.1007
C  -0.0363  6.0913  -0.1366  -0.1689
C  -1.9418  1.7437  -1.8691  -0.1640
C  -1.1316  1.5801  -2.9871  -0.0218
C  -1.6856  1.5240  -4.2578  -0.0756
C  -3.0578  1.6285  -4.4229  -0.0851
C  -3.8759  1.7861  -3.3086  -0.0757
C  -3.3208  1.8429  -2.0423  -0.0396
H  4.3740  2.9540  0.4573  0.0778
H  3.0750  4.1471  0.5412  0.0770
H  3.6871  3.6262  -1.0255  0.0836
H  3.7738  0.6133  0.4542  0.1238
H  3.2556  -2.9451  2.4550  0.1198
H  5.5790  -3.8070  2.5252  0.1074
H  7.1127  -3.3681  0.6362  0.1047
H  6.3317  -2.0626  -1.3145  0.1053
H  4.0267  -1.1755  -1.3595  0.1225
H  0.7915  3.5291  -0.4572  0.1127
H  -0.7787  1.4002  1.9670  0.0956
H  -2.3878  1.9252  2.4968  0.1010
H  -0.0157  3.7067  1.8104  0.0334
H  -0.8433  3.4864  3.3527  0.0451
H  -2.9120  4.6235  -1.1565  0.0879
H  -1.7941  4.8546  -3.3438  0.1062
H  0.4636  5.8637  -3.4793  0.1026
H  1.5823  6.6612  -1.4225  0.1031
H  0.4518  6.4442  0.7633  0.0915
H  -0.0589  1.5015  -2.8640  0.1174
H  -1.0440  1.3952  -5.1200  0.1035
H  -3.4923  1.5820  -5.4130  0.1017
H  -4.9487  1.8621  -3.4298  0.1027
H  -3.9462  1.9780  -1.1694  0.1085

The calculation puts the frontier orbital gap at 7.21 eV. As for the charge: 0. For the relative energy (zero: lowest compared OMol25 entry of this formula, charge and spin), the calculation gives 119.0 kJ/mol. The calculated total energy is -100145.7575 eV. As for the HOMO energy: -7.92 eV.

---

6.
ORCA calculation (the ωB97M-V functional and the def2-TZVPD basis) on the molecule H4OP2S.

Last column: natural (NBO) charge in e.
Atoms and positions in Å:
O  -0.5400  -1.2951  -0.6240  -1.0221
P  -1.0264  0.0455  0.0961  1.0489
P  0.6337  1.4400  -0.5928  0.0632
S  -2.9399  0.4188  -0.2340  -0.5630
H  -1.1660  -1.9808  -0.8354  0.5220
H  -0.6478  -0.2403  1.5262  -0.0435
H  0.2629  1.1454  -1.9091  0.0100
H  1.5240  0.4674  -0.5910  -0.0155

The calculation puts the frontier orbital gap at 9.44 eV. As for the SMILES: O[P@@H](P)=S. As for the charge: 0. For the relative energy (zero: lowest compared OMol25 entry of this formula, charge and spin), the calculation gives 0.0 kJ/mol. The calculated total energy is -31525.3145 eV. As for the HOMO energy: -8.95 eV.